Model P:
Molecular formula: C5H11N
Method: DFT, the ωB97M-V functional and the def2-TZVPD basis

Properties
Kohn-Sham gap: 9.36 eV
HOMO level: -8.278 eV
LUMO: 1.08 eV
multiplicity: 1

```
17
C5H11N, DFT the ωB97M-V functional and the def2-TZVPD basis
C 0.403 -1.570 0.811
C 0.232 -0.349 0.339
C 0.709 -0.011 -0.968
C -0.427 -0.546 -1.897
N -0.772 0.352 1.014
C -0.222 1.722 1.207
H 0.069 -1.702 1.883
H 0.801 -2.486 0.424
H 1.624 -0.603 -1.325
H 0.961 1.112 -1.048
H -0.296 -0.323 -2.901
H -1.411 -0.089 -1.579
H -0.547 -1.581 -1.503
H -0.769 -0.091 1.947
H 0.722 1.736 1.677
H -0.102 2.077 0.222
H -0.974 2.352 1.697
```

---

Model Q:
Molecular formula: C5H11N
Method: DFT, the ωB97M-V functional and the def2-TZVPD basis

Properties
Kohn-Sham gap: 10.28 eV
HOMO level: -9.011 eV
LUMO: 1.27 eV
multiplicity: 1

```
17
C5H11N, DFT the ωB97M-V functional and the def2-TZVPD basis
C -1.493 -0.791 0.673
C -0.562 0.273 0.093
C -1.111 0.844 -1.213
N 0.705 -0.367 -0.229
C 1.950 0.363 -0.241
C 1.676 -0.690 0.785
H -1.532 -1.652 -0.004
H -1.141 -1.147 1.649
H -2.510 -0.404 0.802
H -0.449 1.092 0.832
H -1.159 0.044 -1.960
H -0.446 1.622 -1.605
H -2.111 1.272 -1.083
H 1.957 1.406 0.088
H 2.598 0.181 -1.098
H 2.073 -1.698 0.685
H 1.531 -0.366 1.820
```

---

Which one sits at the bottom of the stability order? model P does.

---

Model P:
Molecular formula: C4H14N2O
Method: DFT, the ωB97M-V functional and the def2-TZVPD basis

Properties
Kohn-Sham gap: 6.19 eV
HOMO level: -8.652 eV
LUMO: -2.47 eV
multiplicity: 1

```
21
C4H14N2O, DFT the ωB97M-V functional and the def2-TZVPD basis
C 2.824 -0.060 -0.051
C 1.486 -0.182 0.641
C 0.315 0.799 0.445
N -0.965 0.111 0.945
C -2.070 0.817 0.380
N -2.301 0.621 -1.066
H 3.035 1.004 -0.172
H 2.777 -0.511 -1.055
H 3.547 -0.626 0.488
H 1.119 -1.170 0.353
H 1.772 -0.192 1.703
H 0.079 1.285 -0.527
H 0.471 1.634 1.142
H -0.926 -0.845 0.579
H -2.968 0.641 1.006
H -1.985 1.896 0.554
H -1.845 -0.245 -1.379
H -3.307 0.435 -1.139
H -0.678 -2.947 -0.803
H 0.111 -0.460 -1.320
O -0.492 -2.004 -0.724
```

---

Model Q:
Molecular formula: C4H14N2O
Method: DFT, the ωB97M-V functional and the def2-TZVPD basis

Properties
Kohn-Sham gap: 10.00 eV
HOMO level: -9.080 eV
LUMO: 0.92 eV
multiplicity: 1

```
21
C4H14N2O, DFT the ωB97M-V functional and the def2-TZVPD basis
C 1.954 -0.633 0.414
N 0.856 0.215 -0.045
C 1.374 1.284 -0.923
C -0.008 0.817 1.014
C -1.503 0.705 0.849
N -2.038 0.453 -0.526
H 2.861 -0.535 -0.206
H 2.491 -0.366 1.354
H 1.765 -1.704 0.351
H 0.822 1.420 -1.850
H 2.396 1.021 -1.249
H 1.517 2.252 -0.421
H 0.479 0.441 1.915
H 0.109 1.913 0.846
H -1.982 -0.047 1.520
H -1.991 1.647 1.098
H -1.413 0.857 -1.213
H -2.077 -0.542 -0.691
O -0.625 -2.464 -0.600
H -1.547 -2.621 -0.321
H -0.383 -1.531 -0.526
```

---

Model R:
Molecular formula: C4H14N2O
Method: DFT, the ωB97M-V functional and the def2-TZVPD basis

Properties
Kohn-Sham gap: 9.43 eV
HOMO level: -8.531 eV
LUMO: 0.90 eV
multiplicity: 1

```
21
C4H14N2O, DFT the ωB97M-V functional and the def2-TZVPD basis
C -1.666 1.768 1.126
N -1.501 1.103 -0.158
C -0.332 0.215 -0.328
C 0.987 0.993 -0.530
C -0.176 -0.750 0.837
N 0.421 -2.045 0.428
H -1.072 1.261 1.890
H -1.362 2.812 1.082
H -2.698 1.670 1.425
H -1.473 1.798 -0.885
H -0.505 -0.331 -1.266
H 1.829 0.330 -0.357
H 1.116 1.724 0.277
H 1.220 1.441 -1.495
H 0.520 -0.310 1.559
H -1.083 -0.905 1.413
H -0.218 -2.809 0.582
H 1.269 -2.205 0.950
O 1.928 -1.776 -2.139
H 1.567 -2.138 -2.953
H 1.228 -1.846 -1.458
```

---

Which one sits at the bottom of the stability order? model P does.

---

Model P:
Molecular formula: C4H14N2O
Method: DFT, the ωB97M-V functional and the def2-TZVPD basis

Properties
Kohn-Sham gap: 9.18 eV
HOMO level: -8.637 eV
LUMO: 0.54 eV
multiplicity: 1

```
21
C4H14N2O, DFT the ωB97M-V functional and the def2-TZVPD basis
C -2.411 -0.406 0.114
C -1.023 0.203 -0.064
N -1.148 1.653 -0.003
C -0.394 -0.236 -1.370
C 1.098 0.137 -1.481
N 1.935 -0.680 -0.655
H -2.792 -0.288 1.126
H -2.437 -1.466 -0.162
H -3.133 0.085 -0.561
H -0.450 -0.219 0.766
H -0.280 2.073 0.313
H -1.830 1.908 0.705
H -0.464 -1.323 -1.441
H -0.858 0.266 -2.214
H 1.176 1.175 -1.141
H 1.389 0.153 -2.536
H 2.684 -0.263 -0.126
H 1.474 -1.292 0.005
O 2.742 -0.319 2.665
H 2.616 -1.271 2.811
H 2.105 0.110 3.247
```

---

Model Q:
Molecular formula: C4H14N2O
Method: DFT, the ωB97M-V functional and the def2-TZVPD basis

Properties
Kohn-Sham gap: 9.75 eV
HOMO level: -9.154 eV
LUMO: 0.60 eV
multiplicity: 1

```
21
C4H14N2O, DFT the ωB97M-V functional and the def2-TZVPD basis
N -2.540 -1.442 -0.101
C -1.728 -0.255 -0.312
C -0.206 -0.418 0.218
C 0.454 0.966 0.421
C 0.967 1.089 1.854
N 1.308 2.398 2.374
H -1.992 -2.267 -0.361
H -2.608 -1.724 0.876
H -2.116 0.685 0.067
H -1.601 -0.184 -1.392
H 0.268 -1.035 -0.584
H -0.356 -1.058 1.092
H -0.262 1.739 0.127
H 1.130 1.087 -0.428
H 0.189 0.615 2.482
H 1.868 0.463 1.922
H 0.718 3.060 1.876
H 2.265 2.686 2.234
O 1.772 -2.231 -4.113
H 1.414 -1.330 -4.227
H 1.054 -2.843 -4.023
```

---

Which one sits at the bottom of the stability order? model Q does.

---

Model P:
Molecular formula: C4H14N2O
Method: DFT, the ωB97M-V functional and the def2-TZVPD basis

Properties
Kohn-Sham gap: 9.79 eV
HOMO level: -8.821 eV
LUMO: 0.96 eV
multiplicity: 1

```
21
C4H14N2O, DFT the ωB97M-V functional and the def2-TZVPD basis
C 1.558 -0.554 -1.415
C 0.694 -0.529 -0.154
N 1.313 -1.205 0.987
C 0.296 0.910 0.253
C -0.938 1.436 -0.510
N -1.760 2.285 0.364
H 1.012 -0.410 -2.346
H 2.225 0.318 -1.460
H 2.225 -1.386 -1.292
H -0.271 -0.988 -0.307
H 1.494 -0.555 1.745
H 2.250 -1.577 0.862
H 1.092 1.653 0.119
H 0.183 0.934 1.332
H -0.579 2.078 -1.312
H -1.588 0.698 -0.972
H -1.329 3.169 0.571
H -2.087 1.746 1.147
O -2.298 -2.517 0.939
H -1.575 -2.990 1.382
H -1.920 -2.516 0.068
```

---

Model Q:
Molecular formula: C4H14N2O
Method: DFT, the ωB97M-V functional and the def2-TZVPD basis

Properties
Kohn-Sham gap: 9.28 eV
HOMO level: -8.347 eV
LUMO: 0.93 eV
multiplicity: 1

```
21
C4H14N2O, DFT the ωB97M-V functional and the def2-TZVPD basis
C -2.180 0.153 -0.315
C -1.365 1.403 -0.628
C -0.191 1.547 0.321
N 0.794 0.514 0.083
C 1.872 0.346 1.020
N 2.235 -1.032 1.110
H -2.966 0.377 0.411
H -1.592 -0.698 0.025
H -2.690 -0.197 -1.213
H -0.988 1.372 -1.644
H -2.008 2.276 -0.512
H -0.575 1.445 1.338
H 0.264 2.545 0.298
H 0.960 0.223 -0.864
H 2.779 0.870 0.690
H 1.505 0.800 1.948
H 1.507 -1.640 1.454
H 3.111 -1.192 1.578
O 0.160 -2.971 -1.932
H -0.553 -3.604 -2.066
H -0.080 -2.538 -1.102
```

---

Which one sits at the bottom of the stability order? model P does.

---

Model P:
Molecular formula: C4H14N2O
Method: DFT, the ωB97M-V functional and the def2-TZVPD basis

Properties
Kohn-Sham gap: 8.87 eV
HOMO level: -7.962 eV
LUMO: 0.91 eV
multiplicity: 1

```
21
C4H14N2O, DFT the ωB97M-V functional and the def2-TZVPD basis
C 1.756 1.178 -1.620
N 1.031 1.605 -0.437
C 0.027 0.747 0.169
C -0.985 0.270 -0.853
C 0.795 -0.430 0.813
N -0.111 -1.367 1.543
H 1.427 0.245 -2.056
H 1.731 1.956 -2.404
H 2.842 1.187 -1.448
H 1.362 2.497 -0.126
H -0.476 1.299 0.964
H -1.691 -0.350 -0.354
H -0.569 -0.306 -1.665
H -1.573 1.078 -1.283
H 1.299 -0.931 -0.008
H 1.498 -0.012 1.531
H 0.188 -1.405 2.502
H -0.117 -2.245 1.047
O -3.096 -1.478 1.151
H -2.195 -1.222 0.924
H -3.144 -2.314 1.610
```

---

Model Q:
Molecular formula: C4H14N2O
Method: DFT, the ωB97M-V functional and the def2-TZVPD basis

Properties
Kohn-Sham gap: 9.51 eV
HOMO level: -8.782 eV
LUMO: 0.72 eV
multiplicity: 1

```
21
C4H14N2O, DFT the ωB97M-V functional and the def2-TZVPD basis
C 2.544 -0.024 -1.665
C 1.213 -0.643 -1.551
C 0.400 -0.480 -0.166
N -0.554 -1.592 -0.191
C -1.363 -1.622 0.972
N -2.398 -0.530 0.910
H 3.018 -0.553 -2.518
H 3.273 -0.306 -0.934
H 2.522 0.968 -1.959
H 0.592 0.143 -2.154
H 1.247 -1.656 -1.927
H -0.173 0.421 -0.237
H 1.057 -0.658 0.703
H -1.108 -1.699 -1.023
H -1.949 -2.722 1.095
H -0.799 -1.500 1.917
H -2.680 -0.226 1.810
H -3.309 -0.853 0.533
O -0.169 4.765 2.136
H -0.467 4.106 1.509
H -0.895 4.660 2.738
```

---

Which one sits at the bottom of the stability order? model Q does.